Entry 1:
ORCA calculation (ωB97M-V/def2-TZVPD) on a single C21H24N2O4 molecule.

The HOMO energy comes out at -7.90 eV. The value obtained for the gap between HOMO and LUMO is 0.3163 hartree. The SMILES is COc1ccccc1N1CCN(C(=O)[C@H](OC(C)=O)c2ccccc2)CC1.

```
! wB97M-V def2-TZVPD RIJCOSX def2/J DEFGRID3
* xyz 0 1
C 3.141 -0.244 -1.799
H 2.771 0.342 -2.638
H 4.128 -0.654 -2.041
H 2.453 -1.077 -1.608
O 3.199 0.637 -0.700
C 3.689 0.048 0.464
C 5.063 -0.096 0.601
C 5.612 -0.690 1.721
C 4.771 -1.142 2.724
C 3.406 -0.983 2.608
C 2.825 -0.388 1.482
N 1.444 -0.219 1.459
C 0.585 -1.366 1.669
H 1.088 -2.102 2.293
C -0.722 -0.916 2.327
N -1.348 0.083 1.483
C -2.414 -0.274 0.740
O -2.985 -1.338 0.875
C -2.898 0.735 -0.325
C -1.940 0.756 -1.486
C -1.426 1.948 -1.978
C -0.525 1.937 -3.029
C -0.137 0.736 -3.598
C -0.661 -0.455 -3.122
C -1.559 -0.446 -2.070
H -1.974 -1.369 -1.694
H -0.366 -1.392 -3.571
H 0.565 0.729 -4.419
H -0.127 2.868 -3.403
H -1.732 2.889 -1.543
H -3.031 1.728 0.125
O -4.163 0.277 -0.795
C -5.165 0.346 0.092
O -5.077 0.910 1.150
C -6.389 -0.351 -0.432
H -7.278 0.055 0.042
H -6.301 -1.406 -0.179
H -6.442 -0.255 -1.512
C -0.487 1.225 1.290
H -0.969 1.988 0.686
C 0.823 0.780 0.622
H 1.491 1.634 0.525
H 0.591 0.396 -0.384
H -0.261 1.643 2.277
H -1.411 -1.754 2.434
H -0.519 -0.474 3.306
H 0.338 -1.840 0.703
H 2.764 -1.311 3.411
H 5.181 -1.607 3.607
H 6.682 -0.799 1.808
H 5.695 0.259 -0.200
*
```

Entry 2:
ORCA calculation (ωB97M-V/def2-TZVPD) on a single C21H24N2O6S molecule.

The HOMO energy comes out at -8.71 eV. The value obtained for the gap between HOMO and LUMO is 0.3239 hartree. The SMILES is C=CCN(c1ccccc1)S(=O)(=O)c1cccc(C(=O)OCC(=O)NCCOC)c1.

```
! wB97M-V def2-TZVPD RIJCOSX def2/J DEFGRID3
* xyz 0 1
C -4.268 -2.341 -1.881
C -3.883 -1.118 -1.571
C -4.569 -0.265 -0.545
N -3.662 0.312 0.431
C -3.044 1.548 0.189
C -2.925 2.082 -1.093
C -2.318 3.311 -1.287
C -1.814 4.025 -0.216
C -1.941 3.505 1.062
C -2.559 2.287 1.269
H -2.656 1.885 2.263
H -1.564 4.058 1.909
H -1.334 4.978 -0.374
H -2.235 3.705 -2.289
H -3.304 1.549 -1.951
S -2.889 -0.845 1.372
O -3.786 -1.955 1.491
O -2.399 -0.247 2.575
C -1.480 -1.332 0.369
C -0.500 -0.402 0.100
C 0.570 -0.759 -0.718
C 0.647 -2.050 -1.235
C -0.338 -2.975 -0.939
C -1.411 -2.617 -0.137
H -2.199 -3.311 0.109
H -0.272 -3.978 -1.332
H 1.485 -2.319 -1.860
C 1.623 0.254 -0.962
O 1.584 1.382 -0.523
O 2.617 -0.211 -1.720
C 3.772 0.613 -1.882
H 4.296 0.224 -2.755
H 3.479 1.658 -2.026
C 4.640 0.438 -0.624
O 5.578 -0.328 -0.589
N 4.226 1.188 0.418
H 3.358 1.702 0.308
C 4.540 0.795 1.771
C 3.344 0.020 2.363
O 2.862 -0.987 1.508
C 3.671 -2.140 1.428
H 4.614 -1.946 0.906
H 3.885 -2.537 2.427
H 3.094 -2.871 0.864
H 3.623 -0.396 3.341
H 2.498 0.702 2.492
H 4.742 1.678 2.382
H 5.434 0.169 1.731
H -0.547 0.591 0.518
H -5.278 -0.876 0.016
H -5.114 0.556 -1.022
H -3.020 -0.677 -2.055
H -3.755 -2.928 -2.624
H -5.114 -2.802 -1.401
*
```

Entry 3:
ORCA calculation (ωB97M-V/def2-TZVPD) on a single C21H24N4O5 molecule.

The HOMO energy comes out at -8.24 eV. The value obtained for the gap between HOMO and LUMO is 0.2921 hartree. The SMILES is COC(=O)CCN(C(=O)c1ccc(N2CCCCC2)c([N+](=O)[O-])c1)c1ccccn1.

```
! wB97M-V def2-TZVPD RIJCOSX def2/J DEFGRID3
* xyz 0 1
C 4.507 0.025 2.678
H 4.305 1.062 2.398
H 3.843 -0.292 3.477
H 5.550 -0.057 2.990
O 4.254 -0.840 1.581
C 4.963 -0.609 0.467
O 5.768 0.277 0.368
C 4.599 -1.591 -0.622
H 5.515 -1.937 -1.100
C 3.723 -0.905 -1.681
N 2.459 -0.467 -1.114
C 1.414 -1.356 -1.115
O 1.575 -2.525 -1.402
C 0.065 -0.790 -0.847
C -0.859 -1.540 -0.142
C -2.151 -1.073 0.065
C -2.560 0.203 -0.393
N -3.765 0.741 -0.068
C -4.399 1.767 -0.864
H -3.934 1.810 -1.848
C -5.881 1.423 -1.035
C -6.565 1.295 0.322
C -5.837 0.244 1.152
C -4.360 0.617 1.247
H -3.812 -0.104 1.852
H -4.272 1.596 1.746
H -5.926 -0.733 0.676
H -6.258 0.182 2.156
H -7.610 1.012 0.189
H -6.538 2.258 0.839
H -5.959 0.473 -1.566
H -6.360 2.196 -1.637
H -4.299 2.748 -0.377
C -1.622 0.903 -1.180
C -0.354 0.424 -1.401
H 0.329 0.999 -2.008
H -1.887 1.863 -1.592
N -3.068 -2.017 0.633
O -4.195 -2.058 0.179
O -2.648 -2.765 1.493
H -0.590 -2.518 0.230
C 2.447 0.773 -0.471
N 3.164 1.728 -1.047
C 3.225 2.915 -0.473
C 2.568 3.223 0.707
C 1.827 2.220 1.318
C 1.763 0.971 0.732
H 1.230 0.160 1.201
H 1.319 2.405 2.254
H 2.646 4.206 1.143
H 3.833 3.645 -0.989
H 3.501 -1.618 -2.477
H 4.230 -0.026 -2.082
H 4.058 -2.433 -0.192
*
```

Entry 4:
ORCA calculation (ωB97M-V/def2-TZVPD) on a molecular structure, C21H24N5O8P2S2TeV.

The HOMO energy (alpha / beta) comes out at -4.44 / -5.56 eV. The value obtained for the gap between HOMO and LUMO (alpha / beta) is 0.2314 / 0.2680 hartree.

```
! wB97M-V def2-TZVPD RIJCOSX def2/J DEFGRID3
* xyz -1 4
V -2.283 0.059 -0.203
N 1.820 -2.751 -0.212
C 0.477 -2.564 -0.037
S -0.502 -3.280 -1.309
N 0.119 -1.804 0.928
N -1.196 -1.442 1.061
C -1.745 -1.747 2.206
C -3.000 -1.065 2.569
C -3.900 -1.474 3.553
C -5.083 -0.801 3.821
C -5.279 0.414 3.137
C -4.364 0.765 2.165
N -3.318 0.051 1.840
H 2.048 -2.785 -1.215
H 2.479 -2.183 0.289
H -1.218 -2.275 2.979
H -3.728 -2.417 4.098
H -5.809 -1.080 4.545
H -6.176 1.056 3.274
H -4.498 1.664 1.567
C -3.945 -0.469 -4.907
C -3.983 -0.352 -3.372
O -5.248 0.318 -3.157
P -3.877 -1.891 -2.376
O -5.449 -2.437 -2.383
O -3.061 -2.883 -3.105
O -3.632 -1.505 -0.927
P -2.610 0.586 -2.771
O -2.151 1.393 -4.043
O -3.097 1.501 -1.691
O -1.542 -0.331 -2.204
H -4.818 -1.000 -5.247
H -2.993 -0.898 -5.267
H -4.092 0.580 -5.265
H -5.197 0.725 -2.292
H -6.018 -1.807 -1.936
H -1.570 -2.458 -1.068
H -1.601 2.185 -3.765
O -2.218 3.089 1.698
S -0.936 2.820 0.986
N -0.699 1.543 0.284
Te 3.302 0.864 -0.629
C 5.396 0.522 -0.812
C 5.919 0.667 -2.132
C 7.245 0.342 -2.357
C 8.023 -0.129 -1.319
C 7.524 -0.269 -0.027
C 6.222 0.135 0.217
C 3.243 1.579 1.299
C 4.208 2.467 1.759
C 4.075 2.937 3.097
C 3.050 2.381 3.907
C 2.153 1.456 3.381
C 2.194 1.053 2.069
H 5.206 0.999 -2.900
H 7.632 0.459 -3.377
H 9.030 -0.390 -1.571
H 8.152 -0.651 0.758
H 5.766 -0.047 1.207
H 4.962 2.827 1.062
H 4.827 3.649 3.548
H 2.977 2.627 4.959
H 1.371 1.070 4.035
H 1.417 0.403 1.578
*
```

Entry 5:
ORCA calculation (ωB97M-V/def2-TZVPD) on a single C21H24N6O4S molecule.

The HOMO energy comes out at -8.65 eV. The value obtained for the gap between HOMO and LUMO is 0.3300 hartree. The SMILES is CCOC(=O)N1CCN(C(=O)CSc2nc3c(cnn3-c3ccc(C)cc3)c(=O)[nH]2)CC1.

```
! wB97M-V def2-TZVPD RIJCOSX def2/J DEFGRID3
* xyz 0 1
C 1.885 3.319 -0.569
C 0.388 3.094 -0.724
H 0.005 3.699 -1.552
H -0.147 3.343 0.195
O 0.064 1.723 -0.970
C 0.319 1.285 -2.222
O 0.781 1.966 -3.105
N -0.040 -0.013 -2.383
C -0.593 -0.821 -1.316
H -0.170 -0.480 -0.369
H -1.683 -0.707 -1.267
C -0.212 -2.287 -1.563
N 1.154 -2.327 -2.032
C 2.259 -2.374 -1.250
O 3.372 -2.184 -1.689
C 2.054 -2.749 0.216
H 2.119 -3.831 0.333
H 1.143 -2.358 0.660
S 3.412 -2.027 1.185
C 2.628 -0.570 1.754
N 1.340 -0.442 1.664
C 0.862 0.727 2.156
N -0.424 1.138 2.177
N -0.514 2.385 2.679
C 0.696 2.772 3.001
C 1.635 1.764 2.700
C 3.058 1.609 2.820
O 3.884 2.365 3.269
N 3.457 0.353 2.303
H 4.451 0.158 2.332
H 0.870 3.737 3.431
C -1.572 0.448 1.777
C -1.619 -0.940 1.829
C -2.760 -1.602 1.418
C -3.871 -0.902 0.962
C -3.815 0.489 0.937
C -2.680 1.164 1.339
H -2.635 2.241 1.326
H -4.674 1.047 0.595
C -5.114 -1.619 0.534
H -4.910 -2.667 0.328
H -5.864 -1.567 1.323
H -5.537 -1.159 -0.357
H -2.793 -2.681 1.462
H -0.768 -1.490 2.198
C 1.295 -1.799 -3.382
H 1.166 -2.606 -4.110
C 0.254 -0.691 -3.624
H 0.641 0.052 -4.322
H -0.673 -1.108 -4.033
H 2.311 -1.408 -3.469
H -0.841 -2.725 -2.343
H -0.347 -2.877 -0.659
H 2.392 3.091 -1.503
H 2.069 4.357 -0.310
H 2.289 2.686 0.218
*
```

Entry 6:
ORCA calculation (ωB97M-V/def2-TZVPD) on a gas-phase ion, C21H24NO (charge +1).

The HOMO energy comes out at -10.87 eV. The value obtained for the gap between HOMO and LUMO is 0.3106 hartree. The SMILES is C[C@@H]([NH2+]CCCOc1cccc2ccccc12)c1ccccc1.

```
! wB97M-V def2-TZVPD RIJCOSX def2/J DEFGRID3
* xyz 1 1
C -2.235 3.032 -1.201
H -2.187 3.466 -2.195
C -0.831 2.955 -0.615
C 0.116 2.169 -1.489
C 1.279 2.761 -1.966
C 2.136 2.054 -2.791
C 1.836 0.750 -3.148
C 0.680 0.152 -2.673
C -0.175 0.855 -1.842
H -1.070 0.370 -1.481
H 0.441 -0.863 -2.947
H 2.498 0.202 -3.798
H 3.035 2.524 -3.158
H 1.510 3.783 -1.701
H -0.442 3.969 -0.475
N -0.907 2.319 0.740
H -1.747 2.652 1.223
C 0.275 2.531 1.608
C 0.150 1.666 2.859
H 0.932 1.938 3.566
H -0.813 1.853 3.338
C 0.288 0.176 2.543
H 0.086 -0.414 3.444
H 1.308 -0.050 2.211
O -0.644 -0.172 1.520
C -0.833 -1.554 1.342
C -1.915 -2.143 1.937
C -2.158 -3.512 1.758
C -1.310 -4.265 0.997
C -0.186 -3.684 0.373
C 0.700 -4.447 -0.416
C 1.785 -3.868 -1.013
C 2.031 -2.497 -0.852
C 1.192 -1.727 -0.096
C 0.069 -2.295 0.540
H 1.384 -0.668 0.007
H 2.888 -2.049 -1.332
H 2.459 -4.461 -1.613
H 0.503 -5.501 -0.539
H -1.487 -5.321 0.861
H -3.016 -3.959 2.234
H -2.581 -1.549 2.545
H 0.344 3.589 1.872
H 1.165 2.252 1.038
H -0.990 1.274 0.661
H -2.682 2.045 -1.289
H -2.881 3.662 -0.591
*
```

Entry 7:
ORCA calculation (ωB97M-V/def2-TZVPD) on a gas-phase ion, C21H24NO4 (charge +1).

The HOMO energy comes out at -11.56 eV. The value obtained for the gap between HOMO and LUMO is 0.3189 hartree. The SMILES is CCCc1cc(=O)oc2c(C[NH2+]c3ccc(OCC)cc3)c(O)ccc12.

```
! wB97M-V def2-TZVPD RIJCOSX def2/J DEFGRID3
* xyz 1 1
C -5.664 -1.204 0.544
C -5.609 0.048 1.408
H -6.300 -0.063 2.244
H -5.929 0.911 0.822
C -4.208 0.328 1.984
C -3.245 0.699 0.902
C -3.222 1.977 0.445
C -2.356 2.428 -0.607
O -2.203 3.542 -1.028
O -1.562 1.444 -1.206
C -1.559 0.158 -0.775
C -0.687 -0.704 -1.446
C -0.589 -2.029 -1.022
C -1.375 -2.467 0.046
C -2.243 -1.612 0.681
C -2.361 -0.272 0.293
H -2.841 -1.988 1.494
H -1.300 -3.495 0.370
O 0.270 -2.839 -1.670
H 0.235 -3.735 -1.309
C 0.098 -0.219 -2.633
H 0.798 -0.999 -2.937
H -0.581 0.005 -3.460
N 0.856 1.029 -2.307
H 0.146 1.703 -1.961
C 1.874 0.821 -1.274
C 3.072 0.210 -1.606
C 4.027 -0.020 -0.635
C 3.787 0.353 0.692
C 2.567 0.972 1.006
C 1.621 1.205 0.035
H 0.697 1.697 0.295
H 2.395 1.264 2.028
O 4.614 0.163 1.722
C 5.918 -0.375 1.532
C 6.896 0.655 0.980
H 6.602 0.993 -0.011
H 6.934 1.517 1.641
H 7.887 0.216 0.921
H 5.875 -1.267 0.896
H 6.226 -0.680 2.534
H 4.952 -0.491 -0.921
H 3.272 -0.084 -2.625
H 1.287 1.399 -3.160
H -3.856 2.737 0.873
H -4.290 1.167 2.677
H -3.865 -0.540 2.543
H -6.676 -1.353 0.177
H -5.383 -2.084 1.118
H -5.000 -1.122 -0.314
*
```

Entry 8:
ORCA calculation (ωB97M-V/def2-TZVPD) on a molecular structure, C21H25Cl3N4O2STl.

The HOMO energy (alpha / beta) comes out at -14.51 / -14.51 eV. The value obtained for the gap between HOMO and LUMO (alpha / beta) is 0.0899 / 0.0628 hartree.

```
! wB97M-V def2-TZVPD RIJCOSX def2/J DEFGRID3
* xyz 3 1
Tl -1.332 0.173 -2.339
Cl -3.179 -5.777 4.845
C -1.985 -4.609 4.512
C -2.221 -3.629 3.535
C -1.243 -2.699 3.245
C -0.026 -2.668 3.928
C 1.028 -1.625 3.632
C 0.482 -0.158 3.593
N -0.288 0.174 2.427
C -1.613 0.484 2.387
C -1.925 0.683 1.070
N -0.810 0.494 0.304
C 0.155 0.207 1.147
O 1.817 -1.851 2.472
C 1.446 -2.824 1.514
C 2.712 -3.357 0.903
C 3.660 -2.561 0.262
Cl 3.588 -0.907 0.010
S 5.051 -3.488 -0.277
C 4.366 -4.897 0.357
C 3.132 -4.687 0.955
C 0.201 -3.669 4.907
Cl 1.691 -3.753 5.754
C -0.765 -4.626 5.182
H -3.163 -3.614 3.010
H -1.436 -1.975 2.471
H 1.741 -1.622 4.469
H 1.362 0.491 3.637
H -0.131 0.017 4.478
H -2.225 0.557 3.262
H -2.864 0.955 0.635
H 1.174 0.024 0.871
H 0.815 -2.371 0.731
H 0.888 -3.648 1.970
H 4.891 -5.833 0.288
H 2.567 -5.483 1.406
H -0.567 -5.394 5.913
C -2.321 4.329 -2.258
N -1.639 4.589 -3.502
C -1.847 5.877 -4.103
C -0.874 3.536 -3.935
O -0.887 2.506 -3.239
N -0.103 3.562 -5.064
C 0.675 2.379 -5.351
C 0.090 4.570 -6.069
H -2.883 5.200 -1.941
H -1.599 4.059 -1.483
H -3.003 3.481 -2.367
H -2.528 6.454 -3.482
H -2.307 5.794 -5.091
H -0.917 6.447 -4.170
H 0.585 1.652 -4.548
H 1.724 2.648 -5.479
H 0.343 1.925 -6.287
H -0.448 5.489 -5.900
H -0.207 4.170 -7.044
H 1.156 4.801 -6.147
*
```

Entry 9:
ORCA calculation (ωB97M-V/def2-TZVPD) on a single C21H25ClN6O2S2 molecule.

The HOMO energy comes out at -8.39 eV. The value obtained for the gap between HOMO and LUMO is 0.3290 hartree. The SMILES is CCn1c(SCC(=O)Nc2nc(C)cs2)nnc1[C@@H](NC(=O)c1ccccc1Cl)C(C)C.

```
! wB97M-V def2-TZVPD RIJCOSX def2/J DEFGRID3
* xyz 0 1
C -1.741 -1.753 -1.866
H -2.212 -2.716 -2.040
H -2.484 -1.069 -1.460
C -0.576 -1.919 -0.895
N 0.077 -0.657 -0.658
C 1.115 -0.129 -1.368
N 1.437 1.053 -0.912
N 0.607 1.325 0.108
C -0.210 0.319 0.259
C -1.202 0.182 1.368
N -0.477 -0.263 2.547
C -0.381 -1.567 2.885
O -0.956 -2.453 2.284
C 0.511 -1.807 4.064
C 1.837 -1.388 4.023
C 2.690 -1.647 5.080
C 2.221 -2.323 6.195
C 0.904 -2.740 6.256
C 0.054 -2.486 5.190
Cl -1.594 -2.983 5.282
H 0.528 -3.261 7.122
H 2.883 -2.527 7.023
H 3.718 -1.323 5.033
H 2.202 -0.873 3.146
H 0.097 0.424 3.012
H -1.920 -0.611 1.133
C -1.943 1.497 1.650
C -2.860 1.338 2.859
H -3.375 2.274 3.063
H -2.300 1.055 3.746
H -3.607 0.569 2.668
C -2.748 1.913 0.422
H -2.092 2.059 -0.431
H -3.487 1.153 0.175
H -3.269 2.846 0.615
H -1.190 2.265 1.852
S 1.883 -0.987 -2.667
C 3.212 0.213 -3.020
C 3.624 0.115 -4.461
O 4.682 -0.340 -4.824
N 2.732 0.578 -5.404
C 1.522 1.191 -5.240
N 0.917 1.414 -4.132
C -0.270 2.058 -4.306
C -0.577 2.334 -5.600
S 0.660 1.772 -6.667
H -1.442 2.828 -5.991
C -1.094 2.372 -3.108
H -0.436 2.623 -2.279
H -1.683 1.498 -2.827
H -1.770 3.198 -3.309
H 3.057 0.481 -6.360
H 2.791 1.188 -2.772
H 4.066 -0.028 -2.387
H 0.169 -2.597 -1.321
H -0.915 -2.325 0.062
H -1.384 -1.361 -2.817
*
```

| no. | calculated total energy (eV) | strongest force on any atom (eV/Å) |
| --- | --- | --- |
| 1 | -33337.005 | 0.7 |
| 2 | -48266.072 | 1.2 |
| 3 | -38362.524 | 1.3 |
| 4 | -119233.810 | 2.7 |
| 5 | -50134.419 | 1.1 |
| 6 | -25698.742 | 0.7 |
| 7 | -31841.101 | 1.0 |
| 8 | -85305.398 | 1.9 |
| 9 | -69412.850 | 1.3 |